1.
The following is a DFT calculation (ωB97M-V/def2-TZVPD) of 11 unconnected molecules or ions with the total composition C12H32F22N9O24P2S10 in a non-equilibrium geometry.

```
111
Properties=species:S:1:pos:R:3:lowdin_spin:R:1
C 1.5980 2.6906 3.0863 0.00
C 1.8052 3.3639 4.4122 0.00
O 2.7935 3.2922 5.0962 0.00
N 0.6330 4.2797 4.9572 0.00
H 1.0365 5.1072 5.3725 0.00
H -0.0467 4.6299 4.2973 0.00
C -0.3866 3.6439 5.9647 0.00
H 2.2275 1.8176 2.9140 0.00
H 1.7749 3.3844 2.2645 0.00
H 0.5972 2.2589 3.0799 0.00
H 0.1602 3.3971 6.8748 0.00
H -0.8393 2.7556 5.5240 0.00
H -1.1187 4.4041 6.2373 0.00
C 3.3523 -0.9839 -2.8130 0.00
C 4.5398 -1.9708 -2.6033 0.00
O 5.6851 -1.7233 -2.9472 0.00
N 4.3674 -3.3130 -1.9595 0.00
H 3.6225 -3.7872 -2.4496 0.00
H 5.1774 -3.9127 -2.0250 0.00
C 3.8455 -3.1794 -0.5416 0.00
H 3.2486 -0.8455 -3.8892 0.00
H 3.3667 0.0061 -2.3570 0.00
H 2.4257 -1.4965 -2.5546 0.00
H 2.9462 -2.5693 -0.6256 0.00
H 4.5881 -2.6921 0.0902 0.00
H 3.6059 -4.2062 -0.2652 0.00
C -1.7187 -0.9404 -1.0406 0.00
C -0.3254 -0.2531 -0.9812 0.00
O 0.6799 -0.8417 -0.7388 0.00
N -0.3613 1.1889 -1.2594 0.00
H 0.1976 1.3563 -2.0838 0.00
H -1.2321 1.6695 -1.4352 0.00
C 0.1500 1.9750 -0.0640 0.00
H -2.3642 -0.5135 -1.8081 0.00
H -2.0977 -0.8562 -0.0221 0.00
H -1.4942 -1.9726 -1.3096 0.00
H -0.1039 3.0157 -0.2655 0.00
H 1.2216 1.8342 0.0775 0.00
H -0.4412 1.5975 0.7703 0.00
C -0.3558 -4.7364 1.8116 0.00
C -1.6988 -4.0114 1.5697 0.00
O -2.0428 -3.7694 0.3764 0.00
N -2.5820 -3.7856 2.7497 0.00
H -2.6652 -4.7258 3.1092 0.00
H -2.0892 -3.1589 3.3698 0.00
C -3.9435 -3.2145 2.3189 0.00
H -0.3138 -4.9170 2.8857 0.00
H 0.4786 -4.2196 1.3374 0.00
H -0.3420 -5.6944 1.2918 0.00
H -4.6080 -3.9591 1.8806 0.00
H -3.8209 -2.3484 1.6686 0.00
H -4.2983 -2.7585 3.2431 0.00
P -3.2929 2.8646 -2.0674 0.00
F -2.5288 1.5855 -2.8552 0.00
F -3.0242 2.1321 -0.6426 0.00
F -2.0203 3.7411 -1.7779 0.00
F -4.1870 4.0255 -1.2908 0.00
F -3.4558 3.5599 -3.5449 0.00
F -4.6974 2.1245 -2.3999 0.00
P 1.0826 1.8817 -4.4292 0.00
F 0.5845 2.4663 -5.8397 0.00
F 0.4234 3.1559 -3.6593 0.00
F -0.3563 1.0906 -4.2183 0.00
F 1.5909 1.2637 -2.9922 0.00
F 1.7608 0.6286 -5.2645 0.00
F 2.4813 2.7827 -4.4624 0.00
N 6.4190 1.3611 0.9338 0.00
S 4.9037 1.1175 0.1868 0.00
O 3.8133 2.0547 0.3989 0.00
O 4.5899 -0.3074 0.0268 0.00
F 5.4316 1.4301 -1.2801 0.00
S 5.7600 1.4355 2.2748 0.00
O 5.0481 0.2361 2.7861 0.00
O 5.3429 2.8316 2.5997 0.00
F 7.1295 1.2551 3.0718 0.00
N -3.9482 -1.2919 -5.8468 0.60
S -4.9167 -0.5944 -4.5339 -0.01
O -4.5370 -0.7841 -3.1507 0.01
O -6.3180 -0.2087 -4.8739 0.05
F -4.2359 0.8758 -4.8726 0.02
S -3.7919 -2.7084 -5.2087 -0.02
O -5.0130 -3.5143 -5.0601 0.16
O -2.7188 -2.9067 -4.2400 0.20
F -3.1431 -3.3795 -6.5510 -0.01
N -1.7813 -1.5705 4.2415 0.00
S -2.7798 -0.2181 4.1327 0.00
O -3.4918 0.0055 2.8705 0.00
O -2.4043 0.9808 4.8739 0.00
F -3.8971 -0.9397 4.9621 0.00
S -0.6542 -0.8429 3.6116 0.00
O 0.0753 0.1701 4.3879 0.00
O -0.6494 -0.8071 2.1899 0.00
F 0.4644 -2.0652 3.8080 0.00
N 2.2431 -4.3872 -3.2631 0.00
S 1.3015 -5.4270 -2.2235 0.00
O 0.8531 -6.6760 -2.8013 0.00
O 0.5236 -4.8439 -1.1586 0.00
F 2.5521 -5.9327 -1.4159 0.00
S 1.0548 -3.7899 -3.9834 0.00
O 0.3763 -2.6733 -3.3298 0.00
O 0.2612 -4.6920 -4.8721 0.00
F 1.9867 -2.9305 -5.0558 0.00
N -1.1889 5.2634 3.1229 0.00
S -1.0124 5.9501 1.7642 0.00
O -1.8457 7.1021 1.5637 0.00
O -0.4079 5.1188 0.6571 0.00
F 0.3602 6.6463 2.2620 0.00
S -2.4159 4.2855 2.4141 0.00
O -1.9435 3.0317 1.8195 0.00
O -3.5973 4.9444 1.8191 0.00
F -2.9939 3.7804 3.7937 0.00
```

As for the HOMO-LUMO gap (spin up / spin down): 7.6 / 3.9 eV. The value obtained for the total energy is -9636.7177 Eh. Its largest force on an atom is 12.4 eV/Å. The multiplicity is 2. The HOMO energy (spin up / spin down) comes out at -0.2085 / -0.2085 Ha. As for the net charge: -2. Its LUMO energy (spin up / spin down) is 0.071 / -0.067 hartree.

2.
The following is a DFT calculation (ωB97M-V/def2-TZVPD) of a molecular structure, C12H33AlClI2P3 in a non-equilibrium geometry.

```
52
Properties=species:S:1:pos:R:3:lowdin_charge:R:1
I -0.0607 -0.8209 -4.8405 0.55
I -0.1416 2.3287 -1.7024 0.77
Al -0.0703 -0.1541 -2.4053 -1.12
P -2.6068 0.1393 -1.7750 0.73
C -3.4528 1.2671 -0.6010 -0.25
C -3.4315 0.5939 -3.3330 -0.23
H -4.4977 0.3659 -3.2374 0.08
H -4.4822 -1.3713 -1.5740 0.08
H -2.9835 0.0320 -4.1570 0.01
H -2.9757 -2.2376 -2.0254 0.05
H -3.2276 2.3068 -0.8533 0.04
H -3.2896 1.6594 -3.5236 0.07
C -3.4054 -1.4582 -1.3892 -0.22
H -4.5363 1.1064 -0.6678 0.08
H -3.2200 -1.7308 -0.3440 0.04
H -3.1295 1.0894 0.4291 0.03
P 2.4237 0.1499 -1.8243 0.65
C 3.2428 1.3801 -0.7337 -0.25
C 3.2046 -1.4109 -1.2703 -0.26
H 2.9603 -0.2369 -4.1500 0.02
H 4.3860 0.3327 -3.1930 0.07
H 3.1085 1.4876 -3.7163 0.06
C 3.3130 0.4635 -3.3847 -0.25
H 2.8508 -2.2215 -1.9160 0.05
H 4.2964 -1.3093 -1.3464 0.07
H 4.3271 1.3362 -0.9077 0.07
H 3.0328 1.1878 0.3259 0.01
H 2.9128 -1.6455 -0.2386 0.02
H 2.8863 2.3853 -0.9789 0.02
Cl -0.0734 -2.1025 -1.3893 0.28
C 2.7303 -0.3414 2.5541 -0.13
C 1.3524 -0.9859 2.5020 -0.36
P 0.2138 -0.2305 1.2624 1.10
C -1.3851 -1.0942 1.6367 -0.39
C -1.6447 -1.5258 3.0712 -0.10
C -0.0746 1.4762 1.9190 -0.40
C -0.2850 1.6459 3.4228 -0.10
H 3.3225 -0.5741 1.6658 0.05
H 3.3004 -0.7186 3.4100 0.10
H 2.6786 0.7457 2.6636 0.07
H 1.4463 -2.0384 2.1953 0.10
H 0.8708 -0.9818 3.4869 0.09
H -2.1890 -0.4400 1.2683 0.05
H -1.3689 -1.9747 0.9770 0.04
H -1.6300 -0.6856 3.7723 0.06
H -2.6322 -1.9966 3.1434 0.10
H -0.9167 -2.2713 3.4041 0.08
H 0.7982 2.0619 1.5823 0.07
H -0.9357 1.8758 1.3586 0.04
H 0.4976 1.1439 4.0066 0.08
H -0.2419 2.7168 3.6715 0.10
H -1.2679 1.2804 3.7492 0.07
```

As for the HOMO-LUMO gap (spin up / spin down): 5.2 / 4.5 eV. The value obtained for the total energy is -2798.6376 Eh. Its largest force on an atom is 3.5 eV/Å. The calculation puts the energy above the lowest of the compared OMol25 structures with the same formula, charge and spin at 69.8 kJ/mol. The HOMO energy (spin up / spin down) comes out at -0.5504 / -0.5502 Ha. As for the net charge: +2. Its LUMO energy (spin up / spin down) is -0.361 / -0.384 hartree.

3.
The following is a DFT calculation (ωB97M-V/def2-TZVPD) of a molecular structure, C12H33ClI2P3Tl in a non-equilibrium geometry.

```
52
Properties=species:S:1:pos:R:3:lowdin_charge:R:1
I 0.3478 1.1721 -4.1789 0.21
I -0.5898 3.5094 -2.0218 0.27
Tl 0.0103 1.0383 -0.6433 0.08
P -2.4518 -0.0545 -0.1668 0.65
C -3.5147 1.0116 0.8811 -0.25
C -3.1546 0.2847 -1.8245 -0.25
H -4.2376 0.1275 -1.7621 0.07
H -4.1722 -1.7456 -0.0812 0.08
H -2.7026 -0.4070 -2.5464 0.05
H -2.5615 -2.4167 -0.5033 0.03
H -3.2850 2.0609 0.6532 0.06
H -2.9352 1.3168 -2.1317 0.01
C -3.1015 -1.7312 0.1603 -0.24
H -4.5618 0.8084 0.6275 0.07
H -2.9522 -2.0452 1.2012 0.02
H -3.3450 0.8255 1.9514 0.02
P 2.4741 -0.0130 -0.1381 0.69
C 3.5642 1.0475 0.8835 -0.24
C 3.1202 -1.6866 0.2231 -0.23
H 2.7355 -0.4264 -2.5129 0.03
H 4.2670 0.1468 -1.7419 0.07
H 2.9428 1.3013 -2.1438 0.03
C 3.1818 0.2840 -1.8051 -0.29
H 2.5950 -2.4033 -0.4209 0.03
H 4.1972 -1.7032 0.0092 0.08
H 4.6027 0.8420 0.5984 0.07
H 3.4111 0.8350 1.9518 0.04
H 2.9505 -1.9481 1.2768 0.05
H 3.3369 2.1035 0.6800 0.06
Cl -0.0266 -1.6783 -1.3377 -0.12
C -3.0639 -1.5364 3.9945 -0.13
C -1.9177 -0.5490 4.1856 -0.38
P -0.8040 -0.3835 2.7299 1.09
C 0.6050 0.6436 3.3794 -0.38
C 0.5809 1.0519 4.8513 -0.12
C -0.0054 -2.0670 2.6834 -0.37
C 0.5461 -2.6243 3.9945 -0.10
H -2.7103 -2.5639 3.8335 0.08
H -3.6896 -1.5590 4.8948 0.10
H -3.7264 -1.2450 3.1712 0.06
H -2.3173 0.4589 4.3760 0.09
H -1.2969 -0.8249 5.0481 0.09
H 1.5318 0.0957 3.1646 0.07
H 0.5978 1.5361 2.7298 0.07
H 0.7884 0.2086 5.5213 0.08
H 1.3698 1.7907 5.0432 0.10
H -0.3850 1.4888 5.1279 0.08
H -0.7805 -2.7317 2.2727 0.08
H 0.7741 -1.9922 1.9087 0.05
H -0.2257 -2.6991 4.7722 0.08
H 0.9233 -3.6393 3.8103 0.10
H 1.3877 -2.0378 4.3843 0.08
```

As for the HOMO-LUMO gap (spin up / spin down): 5.7 / 4.3 eV. The value obtained for the total energy is -2728.5429 Eh. Its largest force on an atom is 3.3 eV/Å. The HOMO energy (spin up / spin down) comes out at -0.5324 / -0.5296 Ha. As for the net charge: +2. Its LUMO energy (spin up / spin down) is -0.323 / -0.373 hartree.

4.
The following is a DFT calculation (ωB97M-V/def2-TZVPD) of a molecular structure, C12H33CuN3O11S2 in a non-equilibrium geometry.

```
62
Properties=species:S:1:pos:R:3:lowdin_charge:R:1
Cu 0.1003 -0.1973 1.0570 0.32
S 2.4326 -1.3607 2.0948 0.14
O 2.8636 -0.6285 3.2857 -0.41
O 3.3702 -2.4244 1.8875 -0.41
O 1.0731 -1.9212 2.2281 -0.42
O 2.3796 -0.3838 1.0055 -0.40
S -0.5412 2.1085 2.5690 0.16
O -0.3620 3.4984 2.2263 -0.41
O -1.3445 1.4752 1.5431 -0.41
O 0.7268 1.3570 2.6125 -0.37
O -1.1938 2.0101 3.8705 -0.42
C -4.5791 -1.6050 -0.5831 -0.09
C -3.2805 -0.9870 -0.1629 -0.43
C -2.3205 -0.8757 -1.3763 -0.20
O -1.0364 -0.4484 -0.9254 -0.23
C -0.1606 -0.1201 -2.0513 -0.06
N -3.5759 0.3580 0.3778 0.06
H -5.3141 -1.6388 0.2212 0.07
H -4.3162 -2.6472 -0.7638 0.06
H -4.9793 -1.1206 -1.4738 0.07
H -2.7071 -1.5241 0.5925 0.13
H -2.6663 -0.1605 -2.1226 0.12
H -2.1305 -1.8581 -1.8087 0.11
H 0.8092 0.2744 -1.7481 0.08
H -0.5628 0.5637 -2.7987 0.08
H -0.0628 -1.0311 -2.6417 0.07
H -2.7079 0.7036 0.7616 0.00
H -3.7086 0.9044 -0.4613 0.05
C 1.8137 2.5164 -0.8130 -0.03
C 2.3557 3.7683 -0.1175 -0.45
C 1.6670 5.0363 -0.4803 -0.23
O 1.6463 5.2597 -1.8593 -0.17
C 1.2034 6.5156 -2.2252 -0.16
N 2.2951 3.6735 1.3024 0.06
H 2.5319 1.6971 -0.8454 0.08
H 1.4293 2.7002 -1.8163 0.06
H 0.9356 2.2679 -0.2170 0.08
H 3.4276 3.8483 -0.2985 0.12
H 2.2437 5.8554 -0.0507 0.11
H 0.7048 5.2114 0.0008 0.13
H 0.1768 6.6401 -1.8806 0.08
H 1.2740 6.7685 -3.2831 0.07
H 1.7956 7.3177 -1.7847 0.07
H 1.3086 3.5463 1.4781 0.00
H 2.4508 4.5762 1.7279 0.06
C -1.4570 -4.2832 1.5801 -0.08
C -0.1760 -4.7437 0.8934 -0.42
C 0.2304 -3.8762 -0.3108 -0.19
O 1.4751 -4.3382 -0.8871 -0.18
C 1.9109 -3.5648 -2.0141 -0.11
N 0.8884 -4.6642 1.9090 0.04
H -2.2264 -4.1868 0.8140 0.05
H -1.3574 -3.3259 2.0917 0.08
H -1.7424 -5.0600 2.2895 0.06
H -0.2993 -5.7560 0.5087 0.12
H 0.2663 -2.8076 -0.0990 0.11
H -0.5945 -3.9439 -1.0201 0.10
H 1.8505 -2.4894 -1.8464 0.08
H 1.3096 -3.8100 -2.8896 0.06
H 2.9538 -3.8300 -2.1871 0.08
H 0.5437 -5.1445 2.7278 0.04
H 0.9589 -3.6957 2.1868 0.01
```

As for the HOMO-LUMO gap: 4.0 eV. The value obtained for the total energy is -3905.6214 Eh. Its largest force on an atom is 4.2 eV/Å. The calculation puts the energy above the lowest of the compared OMol25 structures with the same formula, charge and spin at 0.0 kJ/mol. The HOMO energy comes out at 0.0759 Ha. As for the net charge: -3. Its LUMO energy is 0.221 hartree.